DFT (ωB97M-V/def2-TZVPD) results for a cluster of 3 separate species, C5H19N2O3 in total at a distorted geometry.

## Properties
Strongest force on any atom ... 0.18638 Eh/bohr
Calculated total energy ... -536.81536 a.u.
Energy above the lowest of the compared OMol25 structures with the same formula, charge and spin ... 77.3 kcal/mol
HOMO-LUMO gap ... 0.3253 Ha

```
! RIJCOSX wB97M-V def2-TZVPD def2/J DEFGRID3
* xyz 1 1
N -1.65355 1.62023 1.54159
C -1.47470 0.51740 0.43898
C -1.04571 1.38820 -0.71642
C -0.39144 -0.49588 0.88535
N 0.34917 -1.18475 -0.26757
C 1.10515 -2.28580 0.33180
C 1.61775 -3.16739 -0.79477
O 2.86773 -2.45492 -1.09806
H -2.26154 2.56026 1.22249
H -2.42096 1.28963 2.27778
H -0.70503 1.76935 1.91310
H -2.37005 -0.06164 0.19480
H -0.78017 0.85460 -1.62598
H -1.66747 2.24077 -0.92850
H 0.01508 1.74203 -0.55697
H -0.89264 -1.24584 1.49877
H 0.36574 0.02392 1.55994
H 0.88049 -0.49565 -0.79483
H 0.45484 -2.89361 0.96467
H 1.91113 -1.99237 0.98701
H 1.63488 -4.29509 -0.65034
H 1.05691 -2.94567 -1.72421
H 3.03083 -2.59510 -2.06924
H -2.87570 3.79340 -0.32217
H -3.00450 4.62043 1.01920
O -2.81043 3.66255 0.53232
H 2.90264 -0.77426 -1.25862
H 3.45899 0.65128 -1.38498
O 2.70256 0.15393 -1.17517
*
```

Mulliken population analysis, charges in e, atoms 1 to 4: -0.3993 0.4358 -1.4560 -0.8302